# 1
Here is a molecular structure, C32H48Br3Cl6NO21Zr in a non-equilibrium geometry from the Open Molecules 2025 dataset. Energies are from ωB97M-V/def2-TZVPD.

Last column: Löwdin charge in e.
Positions of all 112 atoms, in Å:
1 Zr 4.029 1.058 -0.738  2.1313
2 C -0.350 -1.049 -1.019  -0.0149
3 C 0.059 0.256 -0.336  -0.4646
4 C -1.100 0.797 0.538  -0.1310
5 C -1.399 -0.015 1.783  -0.1299
6 C -0.072 -0.137 2.575  -0.1170
7 C 1.135 -0.680 1.758  -0.4548
8 N 1.223 0.167 0.545  -0.0593
9 O 2.356 0.006 -0.109  -0.2421
10 C 0.984 -2.167 1.512  0.0023
11 C 2.336 -0.412 2.692  -0.0018
12 C 0.281 1.277 -1.453  -0.0170
13 H 0.541 -1.543 -1.419  0.0897
14 H -0.988 -0.896 -1.887  0.0827
15 H -0.873 -1.780 -0.410  0.0680
16 H -1.926 0.785 -0.176  0.1023
17 H -0.881 1.837 0.789  0.0755
18 H -1.744 -1.023 1.561  0.1107
19 H -2.009 0.547 2.490  0.1222
20 H -0.279 -0.770 3.442  0.1345
21 H 0.223 0.822 3.015  0.1156
22 H 1.280 -2.724 2.407  0.0922
23 H 1.705 -2.528 0.770  0.0917
24 H -0.016 -2.514 1.277  0.0763
25 H 2.568 0.651 2.707  0.0576
26 H 3.182 -0.896 2.201  0.0657
27 H 2.101 -0.805 3.674  0.0933
28 H -0.560 1.251 -2.147  0.0840
29 H 1.112 0.914 -2.070  0.0718
30 H 0.336 2.304 -1.088  0.0820
31 C 2.526 3.688 2.043  0.0765
32 C 3.331 2.953 1.031  -0.5565
33 O 4.089 1.960 1.305  -0.1104
34 O 3.204 3.045 -0.256  -0.1304
35 H 1.894 4.371 1.480  0.0809
36 H 3.160 4.217 2.748  0.0873
37 H 1.979 2.813 2.409  0.0991
38 C 3.143 2.446 5.737  -1.6121
39 Br 1.393 2.943 6.378  0.5827
40 Br 3.928 1.216 7.039  0.5576
41 Br 4.263 4.029 5.693  0.5767
42 H 3.268 1.949 4.786  -0.0572
43 C 3.909 -2.973 5.491  -1.5234
44 Cl 5.603 -2.596 5.082  0.5521
45 Cl 3.688 -3.422 7.198  0.5592
46 Cl 3.363 -4.331 4.534  0.5592
47 H 3.353 -2.065 5.309  -0.0149
48 C -1.861 5.512 0.707  -1.5508
49 Cl -0.398 5.533 -0.280  0.5408
50 Cl -2.092 7.074 1.481  0.5751
51 Cl -1.907 4.179 1.866  0.5558
52 H -2.780 5.354 0.153  -0.0062
53 C -6.461 3.184 1.711  -0.0903
54 C -6.420 4.285 0.655  -0.1029
55 O -5.308 3.907 -0.145  0.0574
56 C -5.077 2.587 0.016  -0.5714
57 O -4.268 1.959 -0.588  0.1468
58 O -5.763 2.110 1.065  0.0664
59 H -7.478 2.901 1.978  0.1360
60 H -5.978 3.389 2.668  0.1324
61 H -6.269 5.268 1.100  0.1350
62 H -7.378 4.372 0.140  0.1375
63 C -0.494 -4.605 -1.373  -0.1178
64 C 0.007 -6.006 -1.047  -0.0867
65 O 1.362 -5.745 -0.645  0.0738
66 C 1.757 -4.605 -1.259  -0.5896
67 O 2.881 -4.224 -1.347  0.1383
68 O 0.701 -3.981 -1.811  0.0324
69 H -0.963 -4.116 -0.515  0.1189
70 H -1.244 -4.610 -2.162  0.1450
71 H -0.065 -6.689 -1.892  0.1419
72 H -0.578 -6.408 -0.223  0.1379
73 C 0.158 -0.384 -4.987  -0.1538
74 C 1.084 -1.565 -5.345  -0.1305
75 O 0.252 -2.286 -6.229  0.0588
76 C -0.723 -1.468 -6.745  -0.5398
77 O -1.541 -1.832 -7.497  0.2204
78 O -0.569 -0.240 -6.184  0.0536
79 H 0.773 0.506 -4.845  0.1213
80 H -0.451 -0.588 -4.105  0.1078
81 H 1.320 -2.156 -4.459  0.1178
82 H 2.033 -1.245 -5.782  0.1262
83 C 7.184 -2.808 1.880  -0.0483
84 C 5.900 -3.577 1.664  -0.0739
85 O 4.950 -2.532 1.358  0.1065
86 C 5.615 -1.472 0.997  -0.5363
87 O 5.045 -0.432 0.660  -0.0475
88 O 6.917 -1.642 1.034  0.1316
89 H 8.066 -3.270 1.449  0.1490
90 H 7.390 -2.605 2.929  0.1053
91 H 5.511 -4.279 2.393  0.1146
92 H 6.021 -4.193 0.767  0.1501
93 C -4.992 -0.940 -0.509  -0.1051
94 C -3.909 -0.988 -1.585  -0.1078
95 O -3.849 -2.375 -1.928  0.0524
96 C -4.908 -3.046 -1.424  -0.5744
97 O -5.213 -4.164 -1.654  0.1776
98 O -5.621 -2.232 -0.605  0.0608
99 H -5.756 -0.186 -0.661  0.1190
100 H -4.629 -0.897 0.519  0.1280
101 H -2.982 -0.725 -1.102  0.0791
102 H -4.191 -0.413 -2.461  0.1309
103 C -2.756 3.741 -3.370  -0.0889
104 C -1.350 3.480 -3.966  -0.1158
105 O -1.522 2.362 -4.816  0.0542
106 C -2.660 1.722 -4.437  -0.5635
107 O -2.881 0.578 -4.644  0.1824
108 O -3.447 2.544 -3.727  0.0713
109 H -3.168 4.649 -3.805  0.1338
110 H -2.760 3.826 -2.286  0.1081
111 H -0.670 3.189 -3.161  0.0919
112 H -0.945 4.349 -4.477  0.1340

For the HOMO-LUMO gap, the calculation gives 0.2008 hartree. Its total energy is -13412.61913 a.u. As for the total charge: +2. For the HOMO energy, the calculation gives -14.01 eV.


# 2
Here is 2 unconnected molecules or ions with the total composition C32H48BrN2O9 in a non-equilibrium geometry from the Open Molecules 2025 dataset. Energies are from ωB97M-V/def2-TZVPD.

Last column: Löwdin charge in e.
Positions of all 92 atoms, in Å:
1 C 5.250 -1.286 3.099  -0.1197
2 O 4.550 -2.385 3.729  -0.2247
3 C 3.127 -2.331 3.481  -0.2048
4 C 2.847 -3.018 2.026  -0.1455
5 C 1.344 -2.663 1.481  -0.1341
6 C 1.445 -1.498 0.361  -0.0296
7 C 2.167 -1.801 -1.011  -0.0376
8 C 2.833 -3.254 -1.279  -0.0965
9 C 1.774 -4.459 -1.223  -0.2158
10 O 1.787 -5.327 -2.388  -0.0697
11 C 0.507 -5.954 -2.557  -0.3968
12 C -0.404 -6.508 -1.371  -0.0088
13 O 0.075 -6.053 -3.739  0.0458
14 C 2.260 -0.677 -2.112  -0.0349
15 C 2.967 -0.888 -3.539  -0.0534
16 C 1.950 -1.069 -4.762  -0.3489
17 O 2.352 -0.682 -5.900  0.0571
18 N 0.602 -1.665 -4.706  -0.1859
19 C 0.595 -3.044 -4.139  -0.0788
20 C -0.409 -0.772 -4.078  -0.0986
21 C 1.644 0.760 -1.878  -0.0628
22 C 1.721 1.899 -2.990  -0.1599
23 C 2.811 3.053 -2.710  -0.1959
24 C 3.877 2.719 -1.558  -0.1599
25 C 4.630 4.131 -1.216  -0.2225
26 O 4.611 4.374 0.236  -0.1335
27 C 0.914 1.021 -0.516  0.0107
28 C 0.822 -0.078 0.615  0.0169
29 C 0.084 0.335 1.967  -0.2343
30 O 0.438 0.014 3.125  0.0546
31 C -1.204 1.299 1.777  -0.1150
32 C -2.531 1.140 2.684  -0.1536
33 C -2.771 2.363 3.700  -0.1751
34 C -4.149 3.128 3.373  -0.2283
35 C -5.289 2.979 4.493  -0.1338
36 O -6.212 4.125 4.306  -0.0678
37 C -7.014 3.930 3.147  -0.3869
38 C -6.705 4.552 1.703  0.0117
39 O -8.049 3.193 3.247  0.0152
40 C -1.103 2.300 0.757  -0.4330
41 Br -2.558 3.606 0.362  0.7169
42 C 0.205 2.433 -0.190  -0.2899
43 O 0.625 3.542 -0.587  0.0407
44 H 5.352 -1.437 1.954  0.0879
45 H 4.680 -0.284 3.213  0.1018
46 H 6.327 -1.182 3.491  0.1049
47 H 2.608 -2.965 4.272  0.1339
48 H 2.709 -1.252 3.430  0.1173
49 H 3.557 -2.476 1.304  0.0832
50 H 3.005 -4.147 2.071  0.1200
51 H 0.791 -3.592 1.096  0.0985
52 H 0.768 -2.319 2.414  0.1023
53 H 3.671 -3.480 -0.516  0.1190
54 H 3.345 -3.311 -2.308  0.1145
55 H 0.719 -4.035 -1.036  0.1080
56 H 2.002 -5.119 -0.299  0.1351
57 H -0.913 -5.644 -0.809  0.0882
58 H -1.252 -7.159 -1.803  0.1040
59 H 0.238 -7.156 -0.662  0.1034
60 H 3.543 0.094 -3.744  0.1271
61 H 3.761 -1.713 -3.543  0.1246
62 H 1.466 -3.703 -4.487  0.1186
63 H 0.479 -2.984 -3.002  0.0751
64 H -0.357 -3.563 -4.546  0.1106
65 H -1.446 -0.987 -4.549  0.1013
66 H -0.170 0.315 -4.393  0.1002
67 H -0.530 -0.895 -2.948  0.0826
68 H 0.678 2.392 -3.025  0.1205
69 H 1.912 1.509 -4.054  0.1037
70 H 3.385 3.263 -3.674  0.1209
71 H 2.245 4.028 -2.456  0.1048
72 H 4.684 2.022 -1.976  0.1145
73 H 3.422 2.374 -0.571  0.1071
74 H 5.719 4.143 -1.564  0.1251
75 H 4.045 5.023 -1.669  0.1201
76 H 3.664 4.518 0.486  0.0880
77 H -3.430 1.012 1.965  0.0989
78 H -2.464 0.163 3.285  0.1200
79 H -2.840 1.978 4.789  0.1222
80 H -1.928 3.154 3.679  0.1315
81 H -4.616 2.794 2.366  0.0548
82 H -3.898 4.247 3.222  0.1184
83 H -4.800 3.073 5.518  0.1450
84 H -5.923 2.037 4.363  0.1294
85 H -5.673 5.065 1.784  0.0958
86 H -6.586 3.672 0.963  0.0669
87 H -7.479 5.317 1.349  0.1139
88 N -7.377 1.145 1.080  0.3282
89 H -7.240 0.142 1.236  0.1633
90 H -8.257 1.295 0.577  0.1678
91 H -7.414 1.633 1.986  0.1007
92 H -6.600 1.513 0.525  0.1428

For the HOMO-LUMO gap, the calculation gives 0.2329 hartree. Its total energy is -4608.12235 a.u. As for the total charge: +1. For the HOMO energy, the calculation gives -10.53 eV.


# 3
Here is a molecular structure, C32H48CaO16 in a non-equilibrium geometry from the Open Molecules 2025 dataset. Energies are from ωB97M-V/def2-TZVPD.

Last column: Löwdin charge in e.
Positions of all 97 atoms, in Å:
1 Ca -0.226 -0.436 0.498  1.5025
2 O 2.076 0.274 1.741  0.0740
3 C 2.898 1.107 2.003  -0.4471
4 O 3.807 0.890 2.976  0.0378
5 C 4.671 2.033 3.125  -0.1304
6 C 3.839 3.181 2.560  -0.1291
7 C 3.150 2.473 1.392  -0.0687
8 H 5.598 1.880 2.572  0.1314
9 H 4.894 2.192 4.176  0.1324
10 H 4.454 4.022 2.248  0.1247
11 H 3.091 3.484 3.291  0.1214
12 H 3.832 2.362 0.546  0.1325
13 H 2.212 2.911 1.069  0.0973
14 O -2.471 -0.621 1.207  0.0137
15 C -3.595 -0.852 0.843  -0.4675
16 O -3.991 -0.674 -0.427  0.0188
17 C -5.403 -0.965 -0.568  -0.1162
18 C -5.781 -1.798 0.670  -0.1204
19 C -4.745 -1.323 1.669  -0.0578
20 H -5.503 -1.502 -1.509  0.1236
21 H -5.983 -0.042 -0.608  0.1306
22 H -5.633 -2.845 0.409  0.1034
23 H -6.816 -1.645 0.956  0.1249
24 H -4.509 -2.004 2.483  0.1410
25 H -5.090 -0.434 2.219  0.1477
26 O -0.588 1.613 1.516  -0.0125
27 C -0.742 2.782 1.774  -0.4374
28 O 0.197 3.452 2.450  0.0349
29 C -0.052 4.875 2.465  -0.1126
30 C -1.480 5.054 1.939  -0.1247
31 C -1.793 3.717 1.250  -0.0480
32 H 0.691 5.374 1.847  0.1272
33 H 0.023 5.219 3.493  0.1305
34 H -1.560 5.900 1.255  0.1197
35 H -2.203 5.283 2.720  0.1185
36 H -1.773 3.751 0.162  0.1272
37 H -2.818 3.443 1.498  0.1319
38 O -0.971 -2.448 -0.569  0.0194
39 C -1.784 -3.274 -0.895  -0.4473
40 O -2.875 -3.542 -0.175  0.0416
41 C -3.578 -4.682 -0.711  -0.1211
42 C -2.619 -5.333 -1.712  -0.1278
43 C -1.715 -4.162 -2.113  -0.0448
44 H -4.451 -4.337 -1.273  0.1248
45 H -3.915 -5.335 0.085  0.1339
46 H -3.124 -5.746 -2.586  0.1218
47 H -2.102 -6.197 -1.293  0.1231
48 H -2.119 -3.638 -2.981  0.1267
49 H -0.688 -4.437 -2.329  0.1340
50 O 1.637 -1.569 -0.371  -0.0015
51 C 2.819 -1.683 -0.554  -0.4531
52 O 3.527 -2.665 0.006  0.0585
53 C 4.891 -2.579 -0.414  -0.1394
54 C 4.865 -1.747 -1.694  -0.1281
55 C 3.740 -0.787 -1.357  -0.0639
56 H 5.408 -3.533 -0.476  0.1341
57 H 5.460 -2.045 0.361  0.1337
58 H 4.508 -2.396 -2.500  0.1288
59 H 5.844 -1.360 -1.953  0.1263
60 H 3.197 -0.369 -2.204  0.1205
61 H 4.043 0.073 -0.753  0.1282
62 O -1.178 0.181 -1.638  0.0340
63 C -1.547 0.472 -2.740  -0.4507
64 O -1.242 1.632 -3.332  0.0288
65 C -2.055 1.820 -4.531  -0.1025
66 C -3.135 0.742 -4.452  -0.1213
67 C -2.442 -0.353 -3.638  -0.0588
68 H -1.359 1.667 -5.353  0.1329
69 H -2.487 2.814 -4.524  0.1315
70 H -3.514 0.459 -5.429  0.1259
71 H -3.969 1.070 -3.828  0.1245
72 H -1.886 -1.085 -4.230  0.1372
73 H -3.070 -0.940 -2.968  0.1109
74 O 1.090 1.524 -0.838  0.0620
75 C 1.240 2.432 -1.605  -0.4755
76 O 0.640 3.617 -1.397  0.0232
77 C 1.055 4.613 -2.362  -0.1120
78 C 1.636 3.806 -3.532  -0.1256
79 C 1.963 2.434 -2.928  -0.0600
80 H 1.817 5.255 -1.917  0.1282
81 H 0.181 5.199 -2.620  0.1274
82 H 2.437 4.260 -4.108  0.1215
83 H 0.829 3.706 -4.267  0.1103
84 H 3.038 2.261 -2.882  0.1270
85 H 1.556 1.622 -3.529  0.1244
86 O 0.145 -1.894 2.196  -0.0310
87 C 0.681 -2.405 3.153  -0.4395
88 O -0.036 -2.949 4.122  0.0711
89 C 0.777 -3.732 5.017  -0.1170
90 C 2.248 -3.433 4.669  -0.1143
91 C 2.164 -2.650 3.338  -0.0404
92 H 0.541 -4.775 4.791  0.1275
93 H 0.537 -3.598 6.067  0.1282
94 H 2.778 -4.366 4.512  0.1147
95 H 2.717 -2.830 5.441  0.1150
96 H 2.532 -3.242 2.506  0.1256
97 H 2.641 -1.674 3.387  0.1133

For the HOMO-LUMO gap, the calculation gives 0.4041 hartree. Its total energy is -3129.47237 a.u. As for the energy relative to the best compared isomer or geometry (same formula, charge and spin): 0.00 kcal per mole. As for the total charge: +2. For the HOMO energy, the calculation gives -14.64 eV.


# 4
Here is 6 unconnected molecules or ions with the total composition C32H48O20 in a non-equilibrium geometry from the Open Molecules 2025 dataset. Energies are from ωB97M-V/def2-TZVPD.

Last column: Löwdin charge in e.
Positions of all 100 atoms, in Å:
1 C -3.375 2.391 -0.682  -0.0767
2 C -3.421 1.372 -1.827  -0.3764
3 C -2.007 1.416 -2.469  -0.0840
4 C -3.849 -0.073 -1.395  -0.1368
5 C -4.546 -0.142 -0.027  -0.1171
6 C -3.682 -0.181 1.200  -0.0524
7 C -2.414 -0.605 1.424  -0.1032
8 O -1.624 -1.170 0.495  -0.0041
9 C -0.208 -0.932 0.517  -0.0947
10 C 0.520 -2.187 0.044  -0.3998
11 C -0.232 -2.925 -1.053  -0.0277
12 O 0.747 -3.118 1.094  -0.0348
13 C -2.121 -0.402 2.895  -0.3100
14 O -1.147 -0.606 3.589  0.1543
15 O -3.278 0.101 3.468  0.1062
16 C -4.247 0.287 2.484  -0.3567
17 O -5.341 0.764 2.719  0.1555
18 H -4.333 2.524 -0.182  0.0750
19 H -3.062 3.362 -1.067  0.0830
20 H -2.638 2.065 0.054  0.0783
21 H -4.092 1.715 -2.617  0.1234
22 H -1.257 1.599 -1.698  0.0636
23 H -1.992 2.259 -3.159  0.0724
24 H -1.735 0.510 -3.008  0.0779
25 H -3.010 -0.757 -1.486  0.0963
26 H -4.585 -0.408 -2.129  0.1109
27 H -5.206 0.716 0.063  0.1091
28 H -5.194 -1.022 0.039  0.1356
29 H 0.144 -0.680 1.514  0.1034
30 H 0.016 -0.101 -0.155  0.1360
31 H 1.472 -1.850 -0.367  0.1257
32 H 0.322 -3.839 -1.280  0.0855
33 H -1.230 -3.222 -0.742  0.0806
34 H -0.260 -2.348 -1.978  0.0839
35 H 0.581 -2.703 1.941  0.0521
36 C -4.024 1.750 6.040  -0.0121
37 C -3.493 3.054 6.585  -0.3182
38 C -3.823 3.357 8.027  -0.0956
39 O -3.775 4.791 8.050  0.0589
40 C -4.087 5.227 6.804  -0.5695
41 O -4.315 6.356 6.522  0.1661
42 O -4.101 4.190 5.933  0.0849
43 H -5.011 1.525 6.448  0.0928
44 H -4.124 1.803 4.965  0.0621
45 H -3.354 0.929 6.290  0.0925
46 H -2.415 3.123 6.415  0.1586
47 H -3.116 2.940 8.739  0.1375
48 H -4.836 3.044 8.292  0.1368
49 C 3.378 4.431 -3.644  -0.0104
50 C 2.437 3.351 -4.111  -0.3207
51 C 1.133 3.243 -3.360  -0.0850
52 O 0.782 1.862 -3.566  0.0313
53 C 1.946 1.179 -3.737  -0.5712
54 O 2.039 -0.004 -3.757  0.1561
55 O 2.982 2.031 -3.885  0.0911
56 H 3.343 4.547 -2.559  0.0847
57 H 4.402 4.185 -3.919  0.0931
58 H 3.115 5.383 -4.102  0.0930
59 H 2.266 3.450 -5.179  0.1175
60 H 0.354 3.895 -3.748  0.1401
61 H 1.247 3.410 -2.286  0.1380
62 C -0.562 -4.202 4.338  -0.0081
63 C -0.474 -5.685 4.596  -0.3196
64 C 0.814 -6.349 4.169  -0.0904
65 O 0.389 -7.700 3.939  0.0608
66 C -0.920 -7.660 3.586  -0.5664
67 O -1.532 -8.578 3.154  0.1690
68 O -1.426 -6.420 3.801  0.0843
69 H -0.066 -3.934 3.407  0.0612
70 H -1.599 -3.881 4.261  0.0921
71 H -0.084 -3.639 5.139  0.0958
72 H -0.693 -5.903 5.646  0.1574
73 H 1.597 -6.318 4.923  0.1380
74 H 1.193 -5.942 3.228  0.1387
75 C 2.715 -0.128 -8.801  -0.0144
76 C 2.106 1.103 -8.179  -0.3166
77 C 1.459 2.082 -9.132  -0.0836
78 O 1.571 3.319 -8.407  0.0712
79 C 2.657 3.219 -7.610  -0.5749
80 O 3.138 4.122 -7.000  0.1508
81 O 3.114 1.951 -7.582  0.0910
82 H 3.175 0.100 -9.764  0.0868
83 H 3.488 -0.536 -8.153  0.0924
84 H 1.953 -0.890 -8.956  0.0908
85 H 1.410 0.820 -7.384  0.1589
86 H 0.418 1.862 -9.352  0.1404
87 H 2.017 2.182 -10.065  0.1388
88 C 7.028 -1.173 2.155  -0.0180
89 C 5.713 -1.756 1.699  -0.3192
90 C 5.307 -1.444 0.277  -0.0811
91 O 3.877 -1.542 0.352  0.0637
92 C 3.515 -1.240 1.618  -0.5412
93 O 2.396 -1.049 1.969  0.1646
94 O 4.600 -1.184 2.422  0.0927
95 H 7.190 -0.181 1.733  0.0868
96 H 7.044 -1.077 3.240  0.0898
97 H 7.853 -1.815 1.850  0.0895
98 H 5.692 -2.835 1.877  0.1591
99 H 5.699 -2.141 -0.460  0.1420
100 H 5.565 -0.423 -0.012  0.1398

For the HOMO-LUMO gap, the calculation gives 0.3308 hartree. Its total energy is -2753.02549 a.u. As for the energy relative to the best compared isomer or geometry (same formula, charge and spin): 0.00 kcal per mole. The SMILES is CC(C)CCC1=C(OC[C@H](C)O)C(=O)OC1=O.C[C@@H]1COC(=O)O1.C[C@@H]1COC(=O)O1.C[C@@H]1COC(=O)O1.C[C@@H]1COC(=O)O1.C[C@@H]1COC(=O)O1. For the HOMO energy, the calculation gives -9.75 eV.